Entry 1:
A molecular structure, C30H50Cl3MgN4O4Si at a distorted geometry. Source: the Open Molecules 2025 dataset; level of theory: ωB97M-V/def2-TZVPD.

Output
**Multiplicity**: 1
**Charge**: -1
**ΔE to the lowest compared entry with this formula, charge and spin**: 0.0 kcal per mole
**LUMO energy**: 1.96 eV
**F_max**: 2.14 eV/Å
**HOMO-LUMO gap**: 0.1357 Eh

Structure (XYZ):
```
93
Properties=species:S:1:pos:R:3:forces:R:3
C -3.68194 2.14349 -4.24764 -0.32 0.03 -0.11
C -3.62312 1.29631 -2.99837 0.00 1.32 1.42
H -4.71857 2.25265 -4.56897 0.04 -0.07 -0.04
H -3.11796 1.69413 -5.07375 -0.26 0.23 0.29
H -3.30606 3.15215 -4.05313 0.15 -0.08 -0.15
C -4.75835 0.67170 -2.50797 -0.10 -1.02 -0.27
C -6.12184 1.03882 -2.93951 -0.50 -0.21 -0.27
H -4.68734 0.01108 -1.65394 -0.05 0.45 0.00
H -6.45020 0.54876 -3.86849 -0.36 0.10 -0.07
H -6.24717 2.12170 -3.06950 -0.20 0.03 -0.07
H -6.80409 0.73997 -2.13752 -0.21 0.03 -0.20
Mg 1.93564 -0.47923 -0.19225 0.47 -0.19 0.27
Cl 2.54786 1.84772 0.13794 0.26 -0.13 0.02
Cl 2.18166 -1.87176 -2.16567 0.76 -0.61 0.72
H 7.24850 -2.32862 1.41070 -0.13 -0.21 0.01
H 7.71483 -0.04794 1.53062 0.00 0.16 -0.11
C 6.22208 -2.27615 1.03990 -0.03 0.04 -0.38
C 6.91654 0.09223 0.79651 -0.27 -0.17 0.21
N 5.85012 -0.86760 1.07614 -0.09 -0.38 0.03
H 5.55519 -2.86832 1.67401 0.10 0.19 -0.18
C 4.57183 -0.48044 1.02853 -0.92 -0.05 -0.59
O 3.58900 -1.21709 0.77727 1.59 0.43 0.75
H 6.51190 1.10655 0.85978 0.14 -0.17 -0.04
H 4.42915 0.59701 1.19541 -0.09 -0.13 -0.24
H 6.18981 -2.67317 0.01328 -0.03 0.06 0.29
H 7.31774 -0.08143 -0.21453 -0.12 0.11 0.28
H -1.86864 -2.36958 -2.93085 0.05 -0.26 0.20
H -4.24798 -2.26769 -1.62081 0.00 -0.11 0.18
C -1.73908 -3.23389 -2.26673 -0.11 0.49 0.04
C -3.80354 -3.03851 -0.97622 0.18 0.35 0.26
N -2.35252 -2.90421 -0.99002 0.24 -1.01 0.87
H -0.67305 -3.46825 -2.12605 -0.43 0.18 -0.01
C -1.62711 -3.00825 0.16743 0.54 -0.01 -1.00
O -0.40344 -3.13878 0.21487 -1.25 -0.06 0.12
H -4.17139 -2.92275 0.05780 0.05 -0.01 -0.46
H -2.26632 -2.95316 1.06990 0.15 0.10 -0.10
H -2.28819 -4.07645 -2.71205 0.25 0.00 0.08
H -4.08637 -4.02231 -1.37224 -0.05 0.06 0.16
O -2.22500 0.55114 -2.81876 0.89 -1.74 -0.48
C -2.50428 1.67531 -2.02793 -0.14 0.22 -0.48
C -3.00947 0.24439 -0.03658 -0.25 0.13 0.25
C -2.64077 1.48209 -0.56857 0.36 0.70 0.13
H -3.16615 -0.59362 -0.71591 0.23 0.41 0.33
C -3.15170 0.09494 1.34081 0.11 0.18 0.00
H -1.92364 2.55519 -2.34140 0.09 0.00 0.45
C -2.33029 2.55374 0.29418 -0.20 -0.82 -0.40
H -3.45224 -0.86644 1.75873 -0.03 0.16 -0.07
C -2.85711 1.15800 2.19818 0.26 -0.31 -0.25
C -2.37873 2.35175 1.66998 -0.15 0.69 -0.12
H -2.02400 3.50970 -0.15334 0.01 -0.44 0.36
H -2.93780 1.04030 3.27315 0.05 -0.02 -0.02
H -2.02276 3.13668 2.33268 -0.27 -0.16 -0.06
Si 0.18407 0.01096 -3.48544 0.68 0.96 0.15
Cl -0.11053 -0.06473 -1.02184 -1.08 0.31 -1.82
C 0.10205 -1.62314 -4.44635 -0.23 -0.06 -0.18
C 1.92281 0.83696 -3.43145 0.01 -0.26 0.01
C -0.55136 1.27391 -4.66689 -0.23 -0.17 -0.61
H -0.30439 -2.49153 -3.92835 0.36 0.32 -0.17
H 1.10117 -1.90045 -4.80974 -0.12 0.26 0.31
H -0.52247 -1.43715 -5.33382 -0.01 0.02 0.24
H -1.46130 0.89577 -5.14568 0.26 0.18 0.31
H 0.18334 1.43130 -5.47268 0.05 0.00 0.20
H -0.73793 2.23935 -4.18799 -0.06 -0.12 -0.12
H 2.20549 1.23525 -2.44898 -0.06 -0.14 -0.24
H 1.89882 1.67336 -4.13661 -0.05 0.05 0.13
H 2.70823 0.14535 -3.76603 -0.26 0.14 0.19
C 1.16411 4.44996 6.13462 0.07 0.17 -0.25
C 0.43086 3.22218 6.63798 -0.23 -0.43 -0.28
N 0.67174 2.00641 5.83356 0.27 0.32 0.03
C 2.00693 1.40502 5.99628 -0.15 0.13 -0.07
C 2.24814 0.95152 7.42429 0.08 -0.27 0.07
C 0.00489 1.92986 4.62984 -0.76 1.02 -0.38
O -0.71881 2.84862 4.22806 0.84 -1.17 0.64
C 0.14494 0.62791 3.89419 -0.09 0.10 -0.24
C -0.21896 -0.56247 4.53255 0.27 0.13 -0.03
C 0.01787 -1.75098 3.86454 0.10 -0.12 -0.57
C 0.56993 -1.69964 2.57100 -0.19 -0.30 0.55
N 0.83871 -0.56129 1.93766 0.26 0.35 -0.02
C 0.61922 0.60062 2.57671 -0.09 -0.31 0.50
H 2.25206 4.28816 6.13009 -0.27 0.16 -0.02
H 0.93375 5.30045 6.78731 0.14 -0.10 -0.12
H 0.81980 4.68681 5.11805 0.21 -0.04 0.30
H 0.73655 2.98277 7.65814 -0.22 0.11 -0.05
H -0.64851 3.40732 6.61686 0.23 -0.08 0.08
H 2.09982 0.55251 5.31586 -0.06 0.25 0.13
H 2.77967 2.13991 5.70780 -0.20 -0.21 0.01
H 1.49135 0.21987 7.72547 0.06 0.12 0.00
H 3.22606 0.46840 7.48896 -0.04 0.05 0.05
H 2.23365 1.78335 8.13278 0.07 -0.16 -0.06
H -0.65267 -0.53276 5.54097 0.26 -0.04 -0.43
H -0.20288 -2.72655 4.29762 -0.01 0.31 -0.05
H 0.77621 -2.62213 2.02645 -0.09 0.33 0.13
H 0.88268 1.51512 2.03989 -0.14 -0.28 0.12
```
Positions in Å, forces in eV/Å.



Entry 2:
A molecular structure, C30H50ClNOPV at a distorted geometry. Source: the Open Molecules 2025 dataset; level of theory: ωB97M-V/def2-TZVPD.

Output
**Multiplicity**: 3
**ΔE to the lowest compared entry with this formula, charge and spin**: 20.3 kcal per mole
**LUMO energy (alpha / beta)**: 0.37 / 0.35 eV
**F_max**: 2.43 eV/Å
**HOMO-LUMO gap (alpha / beta)**: 0.2320 / 0.2610 Eh
**Expectation value of S²**: 2.21

Structure (XYZ):
```
85
Properties=species:S:1:pos:R:3:forces:R:3
V 1.02569 -0.72392 1.36091 -0.46 -0.39 1.71
Cl 2.35477 -0.16313 3.05273 0.80 0.04 1.31
P 0.13897 0.12402 -0.51287 -0.72 0.52 -2.05
C -3.84116 -1.66162 0.55412 -0.41 0.27 -0.16
H -3.94964 -1.33620 -0.48164 -0.36 -0.11 0.28
H -4.14193 -0.96581 1.34358 0.60 0.04 -0.23
C 2.01093 0.35788 -0.80188 -0.74 0.59 -0.95
C -0.78882 1.74465 -0.53484 0.65 -0.03 0.36
C 2.42323 0.60233 -2.26885 0.31 0.18 0.05
H 2.30758 1.25248 -0.22156 -0.18 -0.32 0.02
C 3.90512 0.99539 -2.30488 0.04 -0.02 -0.02
H 2.27279 -0.32414 -2.84262 0.05 0.21 0.11
H 1.81659 1.38206 -2.74804 0.18 -0.20 0.21
C 4.80600 -0.05727 -1.64657 0.02 -0.08 -0.09
H 4.21963 1.15607 -3.34212 0.02 0.01 0.11
H 4.02920 1.95438 -1.78441 -0.06 -0.07 -0.04
C 4.30490 -0.51144 -0.27460 -0.46 0.06 0.16
H 4.86997 -0.93291 -2.30696 -0.04 0.08 0.05
H 5.82308 0.33817 -1.55492 -0.07 -0.07 -0.04
C 2.79344 -0.87094 -0.31524 1.20 0.22 0.19
H 4.87311 -1.38399 0.07710 -0.10 0.22 -0.09
H 4.43877 0.28302 0.47470 0.01 -0.14 -0.13
H 2.66358 -1.68558 -1.04057 -0.17 0.08 0.46
H 2.56518 -1.28346 0.72103 0.99 -0.09 -1.43
C -0.57957 -0.88129 -1.92058 0.16 0.37 0.44
C -2.27992 1.59088 -0.84682 -0.08 -0.19 -0.27
H -0.69839 2.07339 0.52012 0.00 -0.04 -0.51
C -3.00281 2.94484 -0.83569 0.16 0.03 0.22
H -2.42012 1.12462 -1.83074 -0.07 0.13 0.21
H -2.73933 0.90877 -0.11858 0.05 0.13 -0.09
C -2.30003 4.00976 -1.68811 0.05 -0.08 -0.10
H -4.03442 2.80668 -1.18225 0.14 0.05 0.10
H -3.05582 3.30075 0.20205 -0.01 0.00 -0.09
C -0.80279 4.12821 -1.38132 0.04 -0.07 0.19
H -2.43283 3.76989 -2.75181 0.02 -0.02 0.08
H -2.77946 4.98162 -1.52329 0.02 -0.13 -0.09
C -0.08267 2.77469 -1.41237 -0.17 0.36 -0.31
H -0.32004 4.80991 -2.09290 -0.12 -0.04 0.14
H -0.67176 4.55897 -0.37897 -0.03 -0.02 -0.11
H -0.03395 2.41660 -2.45231 -0.03 0.14 0.22
H 0.95213 2.90869 -1.07005 -0.21 -0.03 -0.07
C 0.11940 -2.23359 -2.10988 0.00 -0.19 -0.03
H -1.59768 -1.07641 -1.52348 0.26 0.00 -0.24
C -0.65882 -3.11474 -3.09566 -0.06 0.11 0.01
H 1.14672 -2.07448 -2.47296 -0.29 0.00 -0.08
H 0.22135 -2.75919 -1.15218 0.00 0.15 -0.36
C -0.98840 -2.40491 -4.41661 0.12 0.03 -0.01
H -0.07589 -4.02188 -3.29495 -0.15 0.08 0.00
H -1.59449 -3.43861 -2.61735 0.12 0.08 -0.02
C -1.55068 -0.99063 -4.22169 0.01 -0.04 0.06
H -0.07688 -2.34533 -5.02624 -0.07 0.03 0.06
H -1.70881 -3.00819 -4.98009 0.13 0.06 -0.01
C -0.69623 -0.15010 -3.26549 -0.04 -0.08 -0.22
H -1.63079 -0.47613 -5.18648 -0.04 -0.13 0.08
H -2.56750 -1.06202 -3.80980 0.08 0.04 -0.04
H 0.30514 -0.00064 -3.69775 -0.27 -0.11 0.10
H -1.14017 0.84885 -3.16173 0.17 -0.38 -0.06
C 0.72631 -2.50285 1.25894 -2.41 0.11 0.36
C -3.45364 -2.89378 0.83720 0.31 -0.86 0.19
H -0.18424 -2.30995 0.55955 0.70 -0.31 0.99
C -3.04118 -3.39878 2.21067 -0.36 -0.07 -0.07
H -3.43101 -3.66458 0.05100 0.38 0.60 0.07
C -1.90970 -2.60903 2.92164 -0.04 0.01 0.33
H -3.92268 -3.39427 2.87721 0.23 -0.08 -0.28
H -2.73763 -4.45110 2.11187 -0.11 0.26 0.05
C -0.65468 -3.44719 3.26430 -0.19 0.20 0.22
H -1.65579 -1.69402 2.37039 0.04 -0.27 -0.08
H -2.33001 -2.24866 3.87420 0.23 -0.11 -0.19
C 0.49364 -3.61266 2.22666 0.63 -0.67 -0.25
H -0.22474 -3.03215 4.18650 0.00 0.03 -0.27
H -1.01082 -4.45039 3.53525 0.12 0.10 0.06
H 1.43612 -3.72555 2.79456 -0.41 -0.22 -0.09
H 0.35311 -4.55543 1.66719 -0.02 0.08 0.22
O 0.77775 2.27508 2.03059 -0.17 0.60 0.93
N 0.80721 2.60087 3.30448 0.12 -0.37 -0.81
C -0.33189 2.50536 4.04999 0.55 0.11 0.33
C -0.28266 2.72254 5.42092 0.24 0.15 -0.33
C 0.92857 3.05322 6.03204 0.02 -0.07 -0.10
C 2.07758 3.15391 5.24560 -0.39 0.14 -0.13
C 1.99595 2.95897 3.87838 -0.50 -0.38 0.08
H -1.24464 2.24186 3.51665 0.48 0.03 0.02
H -1.20778 2.63508 5.98453 0.23 0.03 -0.05
H 0.97678 3.23259 7.10351 -0.01 -0.10 -0.22
H 3.05096 3.38847 5.66812 -0.25 -0.01 -0.01
H 2.85362 3.01337 3.21244 -0.43 -0.13 0.05
```
Positions in Å, forces in eV/Å.



- The highest multiplicity belongs to which entry?
  C30H50ClNOPV



- Among the records above, which one has the highest multiplicity?
  C30H50ClNOPV